[1]
The following is a DFT calculation (ωB97M-V/def2-TZVPD) of C31H45BCl2CsN9O3P as an isolated structure.

The gap between HOMO and LUMO is 7.3 eV. The energy comes out at -3233.79415 Ha. Its multiplicity is 1. As for the total charge: -1.

Element x y z (Å)
1 Cs -0.19 -0.56 -0.55
2 C -3.57 -1.07 -1.81
3 C -3.82 -0.96 -0.33
4 C -5.04 -1.11 0.37
5 C -4.71 -0.88 1.69
6 C -5.61 -0.89 2.88
7 N -3.39 -0.61 1.74
8 N -2.84 -0.67 0.50
9 B -2.54 -0.30 3.00
10 N -1.50 -1.43 3.26
11 N -0.91 -2.13 2.26
12 C -0.13 -3.02 2.83
13 C 0.68 -3.98 2.00
14 C -0.19 -2.91 4.24
15 C -1.08 -1.88 4.47
16 C -1.53 -1.29 5.76
17 N -1.85 1.08 2.90
18 N -0.92 1.34 1.94
19 C -0.55 2.60 2.10
20 C 0.44 3.22 1.18
21 C -1.26 3.18 3.18
22 C -2.08 2.18 3.65
23 C -3.06 2.23 4.78
24 H -4.07 -1.95 -2.22
25 H -3.95 -0.19 -2.34
26 H -2.50 -1.13 -2.03
27 H -6.01 -1.34 -0.03
28 H -6.62 -1.15 2.57
29 H -5.28 -1.63 3.63
30 H -5.64 0.08 3.38
31 H -3.29 -0.26 3.96
32 H 0.53 -3.76 0.94
33 H 1.74 -3.89 2.22
34 H 0.38 -5.01 2.19
35 H 0.34 -3.49 4.99
36 H -1.06 -1.82 6.59
37 H -1.26 -0.23 5.84
38 H -2.62 -1.35 5.88
39 H 1.08 2.46 0.72
40 H -0.05 3.78 0.38
41 H 1.09 3.93 1.71
42 H -1.18 4.19 3.56
43 H -3.02 3.22 5.24
44 H -4.09 2.06 4.43
45 H -2.86 1.48 5.55
46 C 4.32 4.51 0.82
47 C 4.76 4.90 -0.43
48 C 4.56 4.04 -1.51
49 C 3.93 2.83 -1.29
50 N 3.51 2.45 -0.08
51 C 3.70 3.27 0.94
52 C 3.67 1.88 -2.42
53 C 3.37 2.34 -3.69
54 C 3.09 1.42 -4.69
55 C 3.09 0.08 -4.38
56 C 3.39 -0.30 -3.07
57 N 3.69 0.58 -2.12
58 H 4.45 5.15 1.68
59 H 5.26 5.85 -0.57
60 H 4.92 4.31 -2.50
61 H 3.33 2.93 1.91
62 H 3.32 3.41 -3.89
63 H 2.82 1.76 -5.69
64 H 2.85 -0.67 -5.12
65 H 3.37 -1.34 -2.77
66 N 0.21 3.56 -2.88
67 C -0.77 2.57 -3.36
68 C -0.35 1.10 -3.25
69 O -1.03 0.27 -3.91
70 O 0.60 0.83 -2.47
71 H 1.03 3.49 -3.47
72 H 0.54 3.24 -1.97
73 H -1.03 2.78 -4.40
74 H -1.69 2.68 -2.77
75 Cl 1.96 -0.34 1.81
76 C 3.37 -0.61 0.77
77 Cl 3.46 -2.32 0.23
78 H 4.26 -0.40 1.35
79 H 3.31 0.02 -0.10
80 C 0.28 -2.49 -4.34
81 P 0.47 -3.39 -2.82
82 C -1.07 -4.30 -2.60
83 C 1.70 -4.65 -3.19
84 O 0.83 -2.59 -1.61
85 H -0.25 -3.10 -5.08
86 H 1.28 -2.25 -4.73
87 H -0.25 -1.55 -4.16
88 H -1.31 -4.89 -3.48
89 H -1.87 -3.58 -2.42
90 H -0.98 -4.95 -1.73
91 H 1.46 -5.19 -4.11
92 H 1.77 -5.35 -2.35
93 H 2.67 -4.15 -3.31

[2]
The following is a DFT calculation (ωB97M-V/def2-TZVPD) of C31H45BeBrN2P2 as an isolated structure.

The gap between HOMO and LUMO (spin up / spin down) is 3.7 / 3.6 eV. The energy comes out at -4588.43129 Ha. Its multiplicity is 1. As for the total charge: +2.

Element x y z (Å)
1 C -1.04 5.25 -2.49
2 C -1.34 4.03 -3.14
3 C -1.38 4.04 -4.56
4 C -1.04 5.22 -5.23
5 N -0.70 6.35 -4.60
6 C -0.69 6.36 -3.27
7 C -1.56 2.82 -2.42
8 C -1.81 2.07 -1.39
9 C -1.99 1.40 -0.17
10 C -1.13 0.18 -0.06
11 C -1.23 -0.55 1.25
12 C -2.31 -0.42 2.12
13 C -3.10 0.76 1.95
14 C -2.92 1.63 0.87
15 Be -0.83 1.34 -2.60
16 P 2.64 -0.83 1.05
17 H -1.69 3.18 -5.14
18 H -1.06 5.34 -1.40
19 H -1.05 5.27 -6.32
20 H -0.39 7.30 -2.80
21 H -3.59 2.49 0.79
22 H -0.08 0.37 -0.35
23 H -3.84 1.00 2.72
24 H -0.37 -1.15 1.55
25 C 2.29 -2.16 2.30
26 C 2.91 -3.54 2.06
27 H 1.19 -2.24 2.34
28 H 2.60 -1.76 3.28
29 H 2.63 -4.19 2.89
30 H 2.53 -3.99 1.13
31 H 4.00 -3.51 2.02
32 C 3.30 -1.73 -0.42
33 C 3.76 -0.76 -1.52
34 H 2.49 -2.37 -0.80
35 H 4.12 -2.38 -0.10
36 H 4.02 -1.33 -2.42
37 H 2.97 -0.05 -1.78
38 H 4.64 -0.19 -1.22
39 C 4.18 -0.09 1.75
40 C 5.45 -0.94 1.72
41 H 3.95 0.19 2.79
42 H 4.33 0.85 1.20
43 H 6.27 -0.34 2.14
44 H 5.37 -1.85 2.32
45 H 5.75 -1.21 0.70
46 Br -2.65 -1.61 3.47
47 P -1.58 -0.89 -1.61
48 C -0.31 -2.22 -1.61
49 C -0.81 -3.67 -1.72
50 H 0.27 -2.10 -0.69
51 H 0.37 -2.00 -2.45
52 H 0.05 -4.35 -1.66
53 H -1.49 -3.94 -0.90
54 H -1.31 -3.86 -2.68
55 C -3.13 -1.57 -0.89
56 C -3.98 -2.60 -1.62
57 H -3.74 -0.69 -0.66
58 H -2.85 -1.97 0.09
59 H -4.65 -3.10 -0.90
60 H -4.63 -2.12 -2.36
61 H -3.40 -3.40 -2.10
62 C -1.76 -0.41 -3.37
63 C -2.32 -1.48 -4.36
64 H -0.73 -0.15 -3.76
65 H -2.42 0.48 -3.39
66 H -2.41 -0.99 -5.34
67 H -1.63 -2.34 -4.47
68 H -3.31 -1.84 -4.07
69 N 0.22 2.34 2.35
70 C 0.22 1.79 3.60
71 C 1.39 1.18 4.11
72 C 1.29 0.33 5.21
73 C 0.06 0.12 5.83
74 C -1.07 0.84 5.41
75 C -0.97 1.75 4.37
76 H 1.03 2.29 1.75
77 H -0.63 2.67 1.92
78 H 2.34 1.35 3.60
79 H 2.19 -0.17 5.58
80 H -0.04 -0.60 6.65
81 H -2.03 0.70 5.91
82 H -1.82 2.37 4.07